Density functional theory data (ωB97M-V/def2-TZVPD) for a 2-piece molecular cluster, C2HF3IN overall in a non-equilibrium geometry.

Summary:
Largest force on an atom, eV/A: 3.79
E_HOMO (alpha / beta), hartree: -0.35106 / -0.29851
Orbital gap (alpha / beta), eV: 8.74 / 7.62
Energy above the lowest of the compared OMol25 structures with the same formula, charge and spin, eV: 3.2676
Energy, Eh: -728.7179
LUMO (alpha / beta), hartree: -0.030 / -0.019

Cartesian coordinates (Å):
C: 0.4332 1.3469 0.1791
C: -0.1068 -1.3707 -0.0302
N: -0.6206 1.9464 0.2885
F: -1.4587 -1.4094 -0.0687
F: 0.4045 -2.2215 0.8424
F: 0.3936 -1.5343 -1.2359
I: 2.3967 1.7873 -0.2334
H: -1.4419 1.4552 0.2582

Forces on atoms 1 to 2 (eV/Å):
C -1.3 -1.5 0.0
C -0.3 1.6 0.2

---

Density functional theory data (ωB97M-V/def2-TZVPD) for H20Li2O14S as an isolated structure in a non-equilibrium geometry.

Summary:
Largest force on an atom, eV/A: 3.27
E_HOMO, hartree: -0.35907
Orbital gap, eV: 6.95
Energy, Eh: -1478.6989
LUMO, hartree: -0.104

Cartesian coordinates (Å):
Li: 1.9335 -7.9989 -2.6501
Li: 4.6741 -6.8097 -0.0950
S: 2.1491 -8.2646 0.6005
O: 2.4286 -9.7102 0.5797
O: 1.7585 -7.8222 -0.7579
O: 1.0894 -7.9572 1.5565
O: 3.4257 -7.6564 1.1249
O: -1.0101 -8.5031 3.1561
H: -1.8031 -8.7978 2.6991
H: -0.3088 -8.5503 2.4853
O: 2.6859 -11.0624 -1.9011
H: 2.3276 -10.7666 -1.0481
H: 3.0611 -10.2725 -2.2904
O: 5.3093 -9.7884 0.8616
H: 4.4238 -9.4299 0.9792
H: 5.6583 -9.8621 1.7550
O: 1.3105 -5.7680 3.0417
H: 1.1701 -6.5505 2.4301
H: 2.2531 -5.7492 3.2077
O: -0.7007 -6.3534 -0.9909
H: 0.1507 -6.7936 -1.1096
H: -1.3355 -7.0697 -0.8796
O: 4.4734 -5.7766 3.0349
H: 3.8201 -6.1164 2.4121
H: 5.0082 -6.5434 3.2656
O: 1.4322 -4.3359 0.7225
H: 0.8081 -4.7914 0.1555
H: 1.2218 -4.6658 1.6193
O: -0.6687 -10.3394 0.3647
H: 0.0002 -9.6609 0.5066
H: -0.2054 -11.1664 0.5223
O: 1.6273 -12.0231 1.7217
H: 1.9463 -11.3022 1.1465
H: 1.3250 -12.7109 1.1198
O: 2.0893 -8.9918 3.9952
H: 2.2205 -9.8497 3.5760
H: 2.0572 -8.3628 3.2599

Forces on atoms 1 to 2 (eV/Å):
Li -0.5 -0.1 0.9
Li -0.4 -0.4 1.0

---

Density functional theory data (ωB97M-V/def2-TZVPD) for an isolated molecule of CH8N6 in a non-equilibrium geometry.

Summary:
Largest force on an atom, eV/A: 4.10
E_HOMO, hartree: -0.30710
Orbital gap, eV: 9.36
Energy above the lowest of the compared OMol25 structures with the same formula, charge and spin, eV: 2.2910
SMILES: NN=C(NN)NN
Energy, Eh: -371.2995
LUMO, hartree: 0.037

Cartesian coordinates (Å):
N: 1.9910 -1.0619 0.1368
N: 0.6627 -1.4233 -0.2679
C: -0.1883 -0.4792 -0.2493
N: 0.0724 0.8259 0.2363
N: 1.0899 1.7828 -0.2632
N: -1.5371 -0.6470 -0.5960
N: -2.4699 -0.0591 0.2961
H: 2.4566 -1.9562 0.3714
H: 2.0295 -0.5714 1.1136
H: -0.8048 1.3923 0.1406
H: 1.9425 1.4315 -0.0106
H: 1.3031 1.8001 -1.3608
H: -1.6540 -1.6748 -0.7681
H: -2.6260 0.7882 -0.0879
H: -2.2678 -0.1479 1.3090

Forces on atoms 1 to 2 (eV/Å):
N 0.4 0.0 2.0
N 0.2 0.1 0.3

---

Density functional theory data (ωB97M-V/def2-TZVPD) for an isolated molecule of C4H12N2O in a non-equilibrium geometry.

Summary:
Largest force on an atom, eV/A: 4.59
E_HOMO, hartree: -0.32570
Orbital gap, eV: 9.80
Energy above the lowest of the compared OMol25 structures with the same formula, charge and spin, eV: 3.4432
SMILES: C[C@H](CO)NCN
Energy, Eh: -344.2585
LUMO, hartree: 0.034

Cartesian coordinates (Å):
C: 1.8841 0.8131 0.6259
C: 0.3014 0.4764 0.7452
C: 0.1371 -1.0459 1.1205
O: 1.0887 -1.9864 0.7147
N: -0.2787 0.8243 -0.5676
C: -1.7191 0.3004 -0.7368
N: -1.8258 -0.5711 -1.8329
H: 2.1534 1.8845 0.9100
H: 2.3241 0.5938 -0.4185
H: 2.5372 0.1654 1.1129
H: -0.1508 1.0928 1.5573
H: -0.1003 -1.3383 2.1836
H: -0.7298 -1.3248 0.3526
H: 1.6812 -1.4607 0.1064
H: -0.0767 1.8183 -0.7608
H: -2.2004 1.2293 -0.8106
H: -1.9950 -0.2852 0.1448
H: -1.9559 -0.0284 -2.7536
H: -1.0747 -1.1572 -1.6932

Forces on atoms 1 to 2 (eV/Å):
C -0.8 1.6 -1.8
C 2.7 0.1 0.3

---

Density functional theory data (ωB97M-V/def2-TZVPD) for a 6-piece molecular cluster, C36H81N3O6 overall in a non-equilibrium geometry.

Summary:
Largest force on an atom, eV/A: 4.52
E_HOMO, hartree: -0.29053
Orbital gap, eV: 8.29
Energy above the lowest of the compared OMol25 structures with the same formula, charge and spin, eV: 6.4452
SMILES: CC1(C)CCCC(C)(C)N1O.CC1(C)CCCC(C)(C)N1O.CC1(C)CCCC(C)(C)N1O.CC(C)O.CC(C)O.CC(C)O
Energy, Eh: -2035.6633
LUMO, hartree: 0.014

Cartesian coordinates (Å):
C: 5.3201 5.8240 -1.2304
C: 6.4174 5.5666 -0.2030
C: 7.5464 4.6236 -0.8115
C: 6.8308 6.9494 0.2960
C: 7.6897 6.8873 1.6002
C: 6.9020 6.0564 2.6524
C: 6.4875 4.6460 2.2277
C: 7.7081 3.7274 2.1876
C: 5.5477 4.1569 3.3370
N: 5.7834 4.7863 0.9625
O: 5.2083 3.5683 0.5501
H: 5.6548 6.6663 -1.8359
H: 5.2286 4.9837 -1.9186
H: 4.3416 5.9980 -0.7825
H: 7.4288 3.5958 -0.4681
H: 7.5117 4.7325 -1.8954
H: 8.5697 4.9636 -0.6520
H: 7.3095 7.4464 -0.5478
H: 5.9887 7.6365 0.3795
H: 8.6932 6.5131 1.3972
H: 7.9304 7.8929 1.9449
H: 5.9589 6.5969 2.7332
H: 7.3549 6.1933 3.6344
H: 8.5973 4.1696 1.7383
H: 7.4573 2.7979 1.6765
H: 8.0512 3.6345 3.2180
H: 4.6529 4.7613 3.4854
H: 6.0024 4.1668 4.3276
H: 5.2947 3.1103 3.1674
H: 4.3602 3.5710 1.0000
C: 2.0955 -7.0814 -6.5899
C: 1.4407 -7.8299 -5.3538
C: -0.0037 -8.1455 -5.8691
C: 2.1629 -9.2553 -5.1280
C: 3.5452 -9.1347 -4.4395
C: 3.3910 -8.2915 -3.1559
C: 2.6836 -6.8337 -3.3003
C: 2.4466 -6.4407 -1.8447
C: 3.6096 -5.8781 -4.0418
N: 1.4574 -7.0017 -4.0981
O: 0.5349 -5.9586 -3.9898
H: 3.1835 -7.1241 -6.6390
H: 1.6538 -7.3381 -7.5528
H: 1.9507 -6.0133 -6.4275
H: 0.0877 -8.7616 -6.7636
H: -0.5216 -8.6690 -5.0655
H: -0.5267 -7.2230 -6.1214
H: 1.5373 -9.9838 -4.6124
H: 2.2609 -9.6912 -6.1222
H: 3.8638 -10.1619 -4.2624
H: 4.4371 -8.7956 -4.9664
H: 4.2023 -8.3075 -2.4281
H: 2.6734 -8.9032 -2.6092
H: 3.3097 -6.0196 -1.3290
H: 2.0174 -7.1919 -1.1817
H: 1.7100 -5.6377 -1.8187
H: 4.3220 -5.4173 -3.3575
H: 3.0901 -4.9560 -4.3026
H: 4.0828 -6.3044 -4.9263
H: 0.8518 -5.3343 -4.6466
C: -8.3427 0.0471 -2.6964
C: -8.9397 -0.4036 -1.3211
C: -10.2201 -1.2908 -1.6409
C: -7.9461 -1.3045 -0.5176
C: -6.8969 -0.4996 0.1933
C: -7.4493 0.5464 1.1277
C: -8.3815 1.5207 0.4220
C: -9.2722 2.2605 1.4826
C: -7.5414 2.6188 -0.1874
N: -9.3273 0.7955 -0.5077
O: -10.2761 1.5341 -1.1067
H: -7.8103 -0.7595 -3.2005
H: -9.1244 0.4436 -3.3443
H: -7.7482 0.9607 -2.7024
H: -11.0353 -0.7364 -2.1061
H: -9.9778 -2.1412 -2.2782
H: -10.5865 -1.7075 -0.7027
H: -8.5180 -1.9871 0.1111
H: -7.4503 -1.9410 -1.2505
H: -6.3652 -1.3499 0.6204
H: -6.3354 -0.0187 -0.6076
H: -6.5213 1.0737 1.3487
H: -7.9021 0.0032 1.9571
H: -9.9081 3.0376 1.0586
H: -8.7001 2.8274 2.2171
H: -10.0592 1.6432 1.9158
H: -6.9816 2.2374 -1.0414
H: -6.9992 3.1430 0.5996
H: -8.1444 3.3616 -0.7097
H: -11.0557 1.2576 -0.6195
C: -1.2141 6.3840 4.7415
C: -0.3329 7.6208 4.5180
C: 0.3114 7.7487 3.1647
O: -1.2709 8.6917 4.6104
H: -1.3676 6.2600 5.8135
H: -0.7042 5.4554 4.4851
H: -2.1261 6.3323 4.1467
H: 0.3835 7.7451 5.3301
H: 1.1781 7.0881 3.1430
H: 0.6900 8.7531 2.9751
H: -0.2538 7.2603 2.3709
H: -1.4631 8.8411 5.5390
C: -0.0944 -4.9205 4.8279
C: 0.3914 -3.5431 5.3761
C: 0.9331 -3.6398 6.7963
O: 1.3431 -2.9678 4.5763
H: -0.8127 -4.8175 4.0146
H: -0.5086 -5.4999 5.6530
H: 0.7388 -5.4786 4.4008
H: -0.4819 -2.8947 5.3048
H: 1.7389 -4.3531 6.9696
H: 0.1147 -3.9742 7.4338
H: 1.1809 -2.6554 7.1936
H: 2.1529 -3.4797 4.6375
C: -1.5488 2.1819 -0.3989
C: -0.9294 0.8856 0.1030
C: -0.3664 0.0875 -0.9919
O: 0.0247 1.2830 1.0184
H: -2.1480 2.1395 -1.3085
H: -0.9400 3.0480 -0.6584
H: -2.2016 2.4732 0.4239
H: -1.6510 0.2322 0.5934
H: -1.1013 -0.6630 -1.2831
H: 0.5518 -0.4686 -0.8030
H: -0.1390 0.6428 -1.9019
H: 0.3609 0.4912 1.4446

Forces on atoms 1 to 2 (eV/Å):
C 0.3 -0.7 -0.6
C -0.6 -2.1 1.2

---

Which of these has the highest energy?
C4H12N2O